[1]
Density functional theory data (ωB97M-V with the def2-TZVPD basis set) for a cluster of 5 separate species, C13H37Cl3O16P4 in total at a distorted geometry.

```
73
Properties=species:S:1:pos:R:3:forces:R:3
C -22.9522 20.4821 2.4607 0.06 -0.34 0.12
O -23.1125 19.9196 1.1466 0.09 -0.27 0.07
P -24.5870 19.4540 0.7345 -0.70 -0.89 -0.21
O -25.5652 20.5412 0.6779 0.29 -0.17 0.07
O -24.9991 18.2980 1.7463 -0.13 0.60 -0.05
C -24.1724 17.1354 1.9109 0.53 0.11 -1.24
O -24.3311 18.6338 -0.6163 0.22 0.92 0.75
C -23.9101 19.3924 -1.7776 -0.34 -0.82 -0.20
H -22.4594 21.4436 2.3472 -0.16 0.12 0.13
H -22.3324 19.8163 3.0658 0.13 -0.03 -0.20
H -23.9071 20.5523 2.9812 -0.03 0.36 -0.14
H -24.5209 16.3524 1.2367 -0.29 -0.09 0.22
H -24.1539 16.8016 2.9406 -0.18 0.22 0.05
H -23.1596 17.3592 1.5693 -0.27 0.01 0.37
H -22.9885 18.9247 -2.1181 0.10 0.32 -0.03
H -23.8042 20.4586 -1.5900 0.08 -0.04 0.09
H -24.6773 19.2202 -2.5316 0.08 0.23 -0.06
C -22.1785 25.1365 -3.0753 0.17 0.56 1.03
O -22.2202 23.9116 -3.8123 0.65 -0.76 0.55
P -21.3435 22.7036 -3.2438 -0.18 0.15 0.10
O -21.5841 21.3787 -3.8376 0.36 0.81 0.03
O -21.6341 22.7408 -1.6683 -0.54 0.31 -0.43
C -20.9396 21.8246 -0.8316 0.39 -0.47 0.08
O -19.8537 23.3114 -3.3544 -0.58 -0.41 -0.35
C -18.7302 22.4391 -3.4221 0.44 -0.28 0.61
H -21.2167 25.3323 -2.5901 0.17 -0.28 -0.41
H -22.8738 25.0913 -2.2328 -0.29 0.03 -0.38
H -22.3793 25.9826 -3.7249 -0.26 -0.25 -0.22
H -21.6069 21.2823 -0.1606 -0.32 0.40 -0.07
H -20.2079 22.3870 -0.2498 0.08 -0.13 -0.02
H -20.4676 21.0403 -1.4287 0.21 0.19 0.04
H -18.1477 22.5520 -2.5033 -0.06 0.07 0.00
H -18.0753 22.7075 -4.2470 -0.26 0.04 -0.21
H -19.0371 21.3943 -3.4868 -0.05 0.03 -0.29
C -14.7783 18.4969 -2.2546 0.05 0.15 -0.76
O -13.4188 18.0738 -2.1016 0.17 0.36 0.40
P -12.3476 19.0827 -1.4613 0.40 -0.76 0.33
O -12.4441 20.4842 -1.8656 -0.44 0.13 -0.18
O -10.9873 18.3519 -1.8216 -0.63 0.22 0.54
C -10.3606 18.6638 -3.0662 0.58 -0.39 -0.28
O -12.4355 18.8375 0.1102 0.16 -0.32 -0.29
C -13.3479 19.6030 0.9079 0.09 0.24 -0.21
H -14.9499 18.5322 -3.3311 -0.22 0.14 0.08
H -14.9477 19.4914 -1.8395 0.01 -0.02 0.02
H -15.4762 17.7759 -1.8316 0.30 -0.11 0.24
H -9.3627 19.0564 -2.8743 -0.15 0.26 0.15
H -10.9383 19.3662 -3.6601 -0.02 0.05 0.02
H -10.2049 17.7301 -3.6068 -0.29 0.01 -0.06
H -12.7645 20.1849 1.6180 -0.04 0.11 -0.06
H -14.0207 18.9536 1.4653 0.09 -0.24 -0.17
H -13.9245 20.2610 0.2581 -0.03 0.19 0.23
C -19.5376 18.3925 1.5390 -0.23 0.17 0.72
O -19.2834 17.4603 2.6077 -0.37 -0.26 0.09
P -20.2707 16.2161 2.8128 1.66 -0.27 0.34
O -21.7072 16.4629 2.7499 0.45 -0.18 -0.02
O -19.7467 15.1361 1.7614 -0.93 0.10 0.24
C -18.3911 14.7337 1.6790 0.86 0.38 -0.59
O -19.7038 15.7052 4.2155 -0.31 0.46 -0.46
C -20.6211 15.2403 5.2089 -0.30 -0.63 -0.09
H -19.0351 18.0611 0.6339 -0.25 -0.02 -0.13
H -19.1375 19.3510 1.8686 0.18 -0.08 -0.06
H -20.6177 18.5221 1.4526 0.03 -0.09 -0.52
H -18.2430 13.6754 1.8853 -0.38 0.02 0.30
H -17.7422 15.3430 2.3093 -0.09 -0.12 0.16
H -18.0626 14.8936 0.6474 -0.10 0.00 0.07
H -20.8107 14.1794 5.0364 0.14 -0.06 0.16
H -21.5933 15.7264 5.1521 0.16 0.33 -0.01
H -20.1565 15.3861 6.1770 0.01 0.05 0.04
Cl -18.1108 16.7088 -1.6899 -0.08 -0.05 -0.13
C -18.4478 18.1961 -2.5935 -0.42 0.25 0.61
Cl -20.1867 18.6049 -2.5243 0.62 -0.20 -0.09
Cl -17.8638 18.1234 -4.2227 0.05 -0.15 -0.54
H -17.8947 18.9855 -2.0988 -0.16 0.05 0.10
```
Positions in Å, forces in eV/Å.

SMILES: COP(=O)(OC)OC.COP(=O)(OC)OC.COP(=O)(OC)OC.COP(=O)(OC)OC.ClC(Cl)Cl
ΔE to the lowest compared entry with this formula, charge and spin: 46.2 kJ/mol
E_tot: -4467.70837 Eh

---

[2]
Density functional theory data (ωB97M-V with the def2-TZVPD basis set) for a cluster of 5 separate species, C13H37N10O5 in total at a distorted geometry.

```
65
Properties=species:S:1:pos:R:3:forces:R:3
C 2.4626 1.0922 1.5767 0.04 0.36 -0.21
C 1.0006 1.1811 0.9894 2.08 0.71 0.10
C 0.7838 2.7198 0.6494 -1.61 -1.32 0.40
C 0.9403 0.2623 -0.2691 -0.38 -0.21 0.69
C -0.5095 -0.1151 -0.7649 0.95 -0.20 0.27
C -1.6695 0.4432 0.0943 -1.09 -0.10 -0.86
C -1.9545 -0.4984 1.3094 1.14 -0.61 -1.58
N -3.1781 -0.1152 2.0918 0.22 0.06 0.38
O -4.0525 -1.1932 2.2331 -0.68 -0.21 0.14
C -3.9651 0.9968 1.4924 0.25 1.83 -0.90
C -4.0718 0.9472 -0.0673 -0.78 0.44 -0.17
N -2.9020 0.3572 -0.7445 -0.10 -0.37 1.10
H 3.1706 1.6084 0.8877 -0.56 -0.54 0.38
H 2.8101 0.0471 1.7019 -0.27 0.52 0.15
H 2.5280 1.6528 2.5399 -0.15 -0.57 -0.48
H 0.3418 0.8495 1.8239 0.11 0.18 -0.74
H -0.0918 3.0528 1.2607 0.73 0.24 -0.36
H 1.6720 3.3294 0.8716 -0.45 -0.27 -0.35
H 0.4486 2.7772 -0.4056 0.51 0.40 0.46
H 1.4741 -0.6786 -0.0066 -0.31 0.57 -0.34
H 1.5018 0.7611 -1.0853 -0.21 -0.31 0.57
H -0.5858 -1.2280 -0.7798 -0.10 0.71 -0.02
H -0.5841 0.1989 -1.8293 -0.45 0.00 0.76
H -1.5652 1.5148 0.3690 0.61 -0.67 0.28
H -2.1867 -1.4878 0.8518 0.04 0.70 0.25
H -1.0760 -0.6618 1.9600 -0.64 0.42 -0.03
H -2.8845 0.1704 3.0339 -0.19 0.01 -0.14
H -3.5506 -1.9798 2.4976 0.34 0.14 0.04
H -4.9521 1.1169 1.9819 0.63 -0.62 -0.23
H -3.4108 1.9297 1.7456 -0.12 -0.80 0.04
H -4.1964 2.0072 -0.4017 -0.07 -0.57 0.52
H -5.0263 0.4476 -0.3497 0.78 0.03 0.09
H -2.7338 0.8365 -1.6218 -0.08 -0.12 0.06
C -5.5378 -3.7831 -0.9571 -0.20 -0.21 -0.53
O -5.4957 -3.4459 -2.1274 0.11 0.02 0.28
N -6.1017 -4.9525 -0.5492 -0.03 -0.16 0.01
N -5.0169 -3.0073 0.0428 0.44 0.33 0.18
H -6.1468 -5.2480 0.4073 -0.02 0.01 0.00
H -6.4930 -5.5440 -1.2596 -0.01 0.02 0.01
H -4.5951 -2.1369 -0.2295 -0.06 0.00 -0.05
H -5.0355 -3.2581 1.0113 -0.20 -0.07 -0.01
C 4.0994 2.5525 -2.1216 0.48 0.09 0.06
O 3.6767 2.4863 -0.9701 -0.18 0.05 -0.33
N 3.2855 2.4000 -3.2067 -0.39 -0.10 -0.06
N 5.4037 2.7825 -2.4077 0.09 0.00 0.21
H 3.6062 2.4500 -4.1545 0.05 0.01 0.01
H 2.3138 2.2300 -3.0312 0.01 0.04 -0.04
H 6.0363 2.8995 -1.6275 0.04 0.05 0.16
H 5.7655 2.8409 -3.3401 -0.09 -0.02 -0.04
C -0.1393 -4.2664 -1.2222 0.16 -0.02 0.09
O 0.3840 -3.7997 -0.2161 -0.29 0.12 -0.12
N 0.5891 -4.7723 -2.2526 0.22 0.01 -0.04
N -1.4914 -4.3169 -1.3927 -0.14 0.10 0.10
H 0.1854 -5.1589 -3.0844 -0.03 -0.01 0.02
H 1.5883 -4.7518 -2.1609 -0.02 -0.02 0.00
H -2.0614 -3.9539 -0.6531 -0.08 -0.05 -0.04
H -1.9383 -4.6934 -2.2077 -0.02 0.03 -0.01
C 6.3649 3.0566 1.2952 -0.11 0.01 -0.09
O 6.8960 3.1574 0.1964 -0.02 -0.05 0.01
N 5.3462 3.8652 1.6904 -0.06 0.26 -0.06
N 6.7536 2.1266 2.2091 0.20 -0.22 0.00
H 4.8979 3.8006 2.5835 0.03 -0.04 0.01
H 5.0339 4.5603 1.0378 -0.04 -0.07 -0.03
H 7.5040 1.5138 1.9484 -0.01 0.01 0.00
H 6.3354 2.0252 3.1135 -0.02 0.04 0.00
```
Positions in Å, forces in eV/Å.

Charge: +1
E_tot: -1441.13484 Eh

---

[3]
Density functional theory data (ωB97M-V with the def2-TZVPD basis set) for a structure of composition C13H37O10S6V at a distorted geometry.

```
67
Properties=species:S:1:pos:R:3:forces:R:3
O -24.3315 3.4305 9.9268 -0.15 0.52 3.21
V -23.9567 4.0192 11.3324 1.93 2.21 -5.76
O -24.1422 7.9698 9.9476 0.15 -0.47 0.63
C -24.1688 6.6420 9.8010 -0.36 -0.38 -1.58
O -24.3709 6.1409 8.7082 0.02 -0.03 0.28
O -23.9522 5.9565 10.8898 -0.16 -1.75 2.10
H -24.3624 8.2976 9.0619 0.10 0.32 0.08
C -23.7310 11.9737 10.4895 0.15 -0.22 0.04
S -23.6537 11.5545 12.2384 -0.60 0.36 -0.21
O -23.8785 12.8374 12.9538 0.24 -0.05 0.12
C -25.2275 10.6824 12.3539 -0.08 -0.28 0.59
H -24.5090 12.7215 10.3453 -0.04 0.00 0.09
H -23.9149 11.0824 9.8903 0.09 0.00 -0.02
H -22.7552 12.3795 10.2335 -0.05 0.05 -0.13
H -25.1452 9.6741 11.9462 -0.02 0.07 -0.17
H -26.0849 11.2331 11.9675 0.24 0.15 -0.33
H -25.3940 10.6011 13.4302 0.07 -0.09 -0.01
C -21.7850 8.0894 6.8787 -0.96 -0.57 0.24
S -22.4217 9.7471 6.5927 0.62 -0.18 -0.10
O -22.2069 10.4439 7.8879 -0.14 0.16 0.09
C -21.1053 10.2029 5.4346 -0.12 0.42 0.39
H -20.8514 8.1168 7.4361 0.19 0.22 -0.30
H -21.7606 7.4825 5.9750 0.39 0.16 -0.10
H -22.5301 7.5960 7.5118 0.01 0.08 0.04
H -21.0499 11.2869 5.3437 -0.38 0.02 -0.06
H -21.3908 9.7560 4.4840 0.33 -0.06 -0.08
H -20.1403 9.8907 5.8295 -0.02 -0.32 -0.16
C -20.5302 5.5138 9.1905 0.04 -0.02 -0.28
S -20.6535 4.7794 10.8158 0.33 1.11 -0.20
O -21.9516 3.9591 10.7624 -1.35 -1.01 0.90
C -19.3291 3.6022 10.6340 -0.28 -1.08 0.32
H -19.6528 6.1627 9.1953 0.10 -0.13 0.05
H -21.3911 6.1252 8.9291 -0.18 -0.08 0.40
H -20.4365 4.7244 8.4448 0.01 0.04 -0.06
H -18.3544 4.0635 10.7762 -0.14 0.35 -0.08
H -19.3868 3.0570 9.6931 -0.06 0.28 -0.16
H -19.4604 2.8591 11.4236 0.01 0.16 0.13
C -27.2089 4.7243 6.5202 0.10 0.55 -0.24
S -28.6433 5.3516 7.4332 0.73 0.66 -0.34
O -29.8396 4.5606 7.1234 -0.19 -0.55 0.02
C -27.9817 4.8471 9.0258 -0.06 0.94 1.34
H -26.9680 3.7139 6.8410 0.06 -0.09 -0.25
H -26.3956 5.4275 6.7244 0.05 -0.20 0.47
H -27.3504 4.8436 5.4459 -0.44 -0.45 0.01
H -28.2784 3.8458 9.3320 0.10 -0.14 -0.35
H -28.3847 5.5606 9.7538 -0.48 -0.24 -0.06
H -26.9135 5.0541 9.1354 0.14 -0.43 -0.58
C -27.7170 9.1274 6.2835 0.33 -0.03 -0.95
S -28.1297 9.9483 7.8224 0.20 0.06 0.12
O -29.1410 9.1591 8.5550 -0.09 -0.22 -0.05
C -26.5562 9.5390 8.5994 0.28 0.26 1.00
H -28.5565 9.0918 5.5900 -0.31 -0.03 0.39
H -27.3110 8.1253 6.4221 -0.19 -0.04 0.23
H -26.9680 9.7254 5.7536 0.10 0.10 0.30
H -26.6066 9.7856 9.6643 -0.42 0.21 -0.09
H -25.7359 10.1576 8.2273 0.03 -0.31 -0.44
H -26.3989 8.4582 8.5975 0.04 0.00 -0.54
C -22.4530 5.5324 3.8313 -0.99 0.31 0.20
S -22.2029 4.2557 5.0865 -0.23 0.50 0.13
O -21.1479 4.7307 6.0380 0.07 0.12 -0.06
C -23.7418 4.5741 5.9975 0.32 -0.61 -0.16
H -23.1485 5.1159 3.0984 0.58 -0.23 -0.40
H -21.5101 5.9064 3.4478 0.05 -0.36 -0.28
H -23.0451 6.3683 4.2158 0.41 0.07 0.40
H -23.4379 4.1941 6.9714 -0.41 0.21 0.21
H -24.5871 3.9976 5.6255 0.10 -0.06 -0.15
H -23.9857 5.6318 6.0162 0.16 0.05 0.19
```
Positions in Å, forces in eV/Å.

Charge: +1
ΔE to the lowest compared entry with this formula, charge and spin: 0.0 kJ/mol
E_tot: -4602.59694 Eh
Multiplicity: 2